Below is a molecular structure, C33H37BN7NaP in a non-equilibrium geometry, with properties calculated with ωB97M-V with the def2-TZVPD basis set.

Geometry as XYZ:
```
80
Properties=species:S:1:pos:R:3
H 0.11846 5.62037 -3.69271
H -3.40009 -1.12234 0.24640
H -3.24787 -3.51002 -4.95137
H 2.56885 2.45015 4.76483
N -1.52296 1.49046 0.44959
C 0.07213 5.96080 -0.94834
H -0.09058 3.88444 2.55120
H 3.66981 -0.76422 0.31623
C 0.02103 6.32495 1.61817
H -2.31099 3.95966 3.60407
C -3.18413 -0.17124 -0.24642
H -4.39278 -4.59655 -0.97153
C -3.02813 -3.56411 -3.89153
N 1.29152 2.37522 1.64372
C -3.95651 -4.12233 -3.01757
H 0.44185 -3.75934 4.03455
C 2.09269 2.20225 2.71606
H -3.12211 2.56847 4.33301
C -1.82871 -3.06542 -3.40802
H -1.12200 -2.60161 -4.08744
H 4.17271 -5.37427 -3.92236
C -3.12483 1.19691 1.99115
C 3.71679 0.28961 0.03112
B -0.02288 3.21336 1.55401
H 3.97847 1.08309 2.94183
C 0.35662 -3.49880 2.98601
H 0.88371 6.10654 2.24976
H -4.89913 -4.50362 -3.39200
H 3.32172 0.37842 -0.98047
H 0.09720 6.98348 -1.29042
C 0.13074 -1.83832 1.25908
Na 0.18071 1.17570 -0.98521
C 0.26864 -4.16192 0.67482
P 0.01764 -2.26846 -1.47017
H 0.09162 -5.05983 -2.67792
H 1.82949 3.88446 4.03992
N -1.26907 2.28988 1.52505
C 2.58809 -2.79814 -2.38899
C 0.06914 4.78535 -1.72121
N 0.03169 3.71559 -0.94776
H -0.77200 4.09988 -3.57501
N 1.80772 1.72463 0.56030
C 0.37308 -4.49780 2.01776
C -2.22816 2.13210 2.46244
H 0.47253 -5.53607 2.31202
H 0.03669 -0.80364 0.94454
C 0.10268 4.64174 -3.21168
H 1.90543 -6.34686 -3.73743
C 0.14100 -2.82970 0.28279
C 2.10440 -5.35360 -3.35206
H 4.60209 -3.09001 -3.06297
H 0.22968 -1.38596 3.35367
C -1.51889 -3.13122 -2.04577
H 0.04375 7.38578 1.36692
H 2.75168 -1.78412 -2.04040
H -0.87242 6.13508 2.21499
H -1.36251 2.68934 4.35790
C 1.81200 2.79327 4.05925
N 0.10535 -0.77470 -1.72603
H -4.11611 0.18820 -0.69044
C -2.62969 0.82042 0.72718
H -4.00569 0.83214 2.49611
C 0.03376 5.52030 0.35870
C 3.37403 -4.80728 -3.45870
C 2.91906 1.13715 0.96963
C -2.25145 2.88063 3.75603
C 0.23719 -2.16972 2.60562
H 0.29350 -4.94445 -0.07631
C 1.30945 -3.34148 -2.25961
H -2.45670 -0.36854 -1.03623
C -3.67218 -4.17678 -1.66333
C 3.16024 1.42037 2.32529
N 0.00799 4.17006 0.33536
H -2.25182 -3.72714 -0.12333
H 0.98805 4.09230 -3.53622
H 4.76780 0.58731 0.02521
C 1.08119 -4.62283 -2.75368
C 3.61336 -3.52525 -2.97488
C -2.45978 -3.68496 -1.18548
H 0.83516 2.49275 4.43866
```

Summary:
- Lowest unoccupied orbital energy: 2.28 eV
- Spin multiplicity: 1
- Orbital gap: 6.48 eV
- Molar mass: 596.48 g mol⁻¹
- Total charge: -1
- F_max: 1.0 eV Å⁻¹